No. 1
Below is the molecule C4H4ClNO2, with properties calculated with ωB97M-V with the def2-TZVPD basis set.

XYZ file:
```
12
C4H4ClNO2 ωB97M-V with the def2-TZVPD basis set
Cl 3.02750 -0.87914 -0.12527
O 1.44724 1.85540 -0.09044
O -2.26803 -0.87946 -0.07411
N -0.59451 0.64546 -0.11277
C 1.25929 -0.56061 0.29209
C -0.95382 -0.66577 -0.08959
C 0.16327 -1.53021 0.01025
C 0.79919 0.74650 0.21425
H -2.80067 -0.12437 -0.26097
H 0.34408 -2.62197 0.20546
H -1.25295 1.39464 0.01880
H 0.82941 2.61954 0.01231
```

Values from the calculation:
- energy above the lowest of the compared OMol25 structures with the same formula, charge and spin (kJ/mol) = 153.5
- total charge = 0
- SMILES = Oc1cc(Cl)c(O)[nH]1

=====

No. 2
Below is the molecule C4H4ClNO2S, with properties calculated with ωB97M-V with the def2-TZVPD basis set.

XYZ file:
```
13
C4H4ClNO2S ωB97M-V with the def2-TZVPD basis set
Cl -5.02327 0.07814 0.23282
S -2.54780 1.58515 -0.03834
O -1.44575 -1.02231 -0.81455
O -3.09758 -2.23668 0.22026
N -2.76075 -1.10722 -0.10726
C -3.45410 0.07180 -0.31833
C -0.06146 -0.89845 -0.27272
C -0.77133 1.54184 -0.28813
C 0.16033 0.60055 -0.35527
H -0.42106 2.51997 -0.35910
H 1.26058 0.80412 -0.53113
H 0.06434 -1.31395 0.73343
H 0.74905 -1.48258 -0.95006
```

Values from the calculation:
- energy above the lowest of the compared OMol25 structures with the same formula, charge and spin (kJ/mol) = 434.2
- total charge = 0

=====

No. 3
Below is the molecule C4H4ClNO2S, with properties calculated with ωB97M-V with the def2-TZVPD basis set.

XYZ file:
```
13
C4H4ClNO2S ωB97M-V with the def2-TZVPD basis set
Cl 2.66772 -0.64727 -0.25287
S 0.32530 1.13177 -0.48445
O 0.17981 1.39196 -1.89966
O -0.21910 2.12869 0.36270
N -0.60888 -0.98345 0.96109
C 1.85280 0.84947 0.16169
C 0.08753 -0.67494 1.86625
C -1.69477 -0.86693 -1.26295
C -0.87778 -0.58194 -0.25294
H -2.55357 -1.66669 -1.16630
H 2.01180 1.18183 1.15019
H 0.38429 -0.84920 2.95087
H -1.55516 -0.41332 -2.13365
```

Values from the calculation:
- energy above the lowest of the compared OMol25 structures with the same formula, charge and spin (kJ/mol) = 263.2
- multiplicity = 3
- total charge = 0
- expectation value of S² = 2.01

=====

No. 4
Below is a cluster of 2 separate species, C4H4ClNO2S in total, with properties calculated with ωB97M-V with the def2-TZVPD basis set.

XYZ file:
```
13
C4H4ClNO2S ωB97M-V with the def2-TZVPD basis set
Cl 1.95168 1.47939 1.82106
S -0.54953 2.92671 1.46134
O -1.26157 1.69984 1.50550
O -0.13977 3.52355 0.20740
N 0.33616 -1.40320 -0.22743
C 1.72160 0.29389 0.65405
C 0.65745 -0.54311 0.73427
C -1.34208 -2.08270 -1.96871
C -0.50622 -1.66549 -1.06655
H 0.15863 -0.27304 1.68103
H 2.42524 0.28832 -0.11459
H -2.33161 -2.41040 -1.64986
H -1.11999 -1.83375 -3.03752
```

Values from the calculation:
- energy above the lowest of the compared OMol25 structures with the same formula, charge and spin (kJ/mol) = 195.1
- multiplicity = 3
- total charge = 0
- expectation value of S² = 2.02

=====

No. 5
Below is a structure of composition C4H4ClNOS, with properties calculated with ωB97M-V with the def2-TZVPD basis set.

XYZ file:
```
12
C4H4ClNOS ωB97M-V with the def2-TZVPD basis set
Cl -2.99214 0.62951 -0.00932
S -0.40531 2.67433 -0.13336
O 2.06346 0.82248 0.18888
N 0.83239 0.26405 -0.47494
C -0.90016 -1.15095 -0.02445
C -0.19178 1.08173 -0.35001
C 0.59024 -1.12511 -0.16144
C -1.41422 0.11222 -0.09789
H -1.50844 -2.09044 0.08234
H 1.10757 -1.76400 -0.89655
H 0.77513 -1.30814 0.96892
H 2.04325 1.85432 0.90781
```

Values from the calculation:
- energy above the lowest of the compared OMol25 structures with the same formula, charge and spin (kJ/mol) = 400.3
- total charge = 0

=====

No. 6
Below is the molecule C4H4ClNOS, with properties calculated with ωB97M-V with the def2-TZVPD basis set.

XYZ file:
```
12
C4H4ClNOS ωB97M-V with the def2-TZVPD basis set
Cl -0.36375 2.02880 -0.08204
S -2.31552 -0.68475 0.05177
O 1.34775 -1.58049 -0.15801
N -0.88838 -1.40148 -0.15853
C 2.47445 -0.69442 0.12518
C 0.22292 -0.83933 0.00623
C 0.66289 0.66891 0.06282
C 1.95174 0.64733 0.06725
H 2.63328 1.40680 -0.04908
H 3.45365 -0.84008 -0.53407
H 2.83771 -0.97369 1.07883
H -2.12805 0.63264 0.87561
```

Values from the calculation:
- energy above the lowest of the compared OMol25 structures with the same formula, charge and spin (kJ/mol) = 230.5
- total charge = 0
- SMILES = S/N=C1/OCC=C1Cl

=====

No. 7
Below is the ion C4H4ClO4S with charge -1, with properties calculated with ωB97M-V with the def2-TZVPD basis set.

XYZ file:
```
14
C4H4ClO4S ωB97M-V with the def2-TZVPD basis set
Cl 2.26202 -1.72155 0.54764
S 0.90481 -0.99186 -0.79890
O 0.35438 1.68354 2.03085
O 0.14332 -2.18246 -1.18278
O 2.15439 1.31336 0.63668
O 1.67320 -0.49207 -1.89657
C -0.00334 0.29415 0.07442
C -1.32325 0.63836 -0.68077
C -1.32068 -0.31473 0.46751
C 1.01506 1.24312 1.08623
H -1.46665 0.23692 -1.67591
H -1.64060 1.74868 -0.55593
H -1.17660 -1.38716 0.40428
H -1.57606 -0.06832 1.54325
```

Values from the calculation:
- energy above the lowest of the compared OMol25 structures with the same formula, charge and spin (kJ/mol) = 77.0
- total charge = -1
- SMILES = O=C([O-])C1(S(=O)(=O)Cl)CC1

=====

No. 8
Below is a structure of composition C4H4CrO, with properties calculated with ωB97M-V with the def2-TZVPD basis set.

XYZ file:
```
10
C4H4CrO ωB97M-V with the def2-TZVPD basis set
Cr -1.50199 2.48536 -0.48066
O -1.85396 0.73125 -0.10867
C -0.23345 -0.94879 -0.50343
C 2.08106 -0.72098 0.58479
C -1.29533 -0.39743 0.17897
C 1.02514 -1.15820 0.11979
H -0.20002 -0.71085 -1.57252
H 0.32660 2.33311 -0.30230
H 3.11088 -0.83489 0.88132
H -1.45892 -0.77858 1.20270
```

Values from the calculation:
- multiplicity = 5
- total charge = 0
- expectation value of S² = 6.08
- total energy (eV) = -34675.249

=====

No. 9
Below is a structure of composition C4H4CrO2, with properties calculated with ωB97M-V with the def2-TZVPD basis set.

XYZ file:
```
11
C4H4CrO2 ωB97M-V with the def2-TZVPD basis set
Cr 1.94127 -3.41849 -0.12117
O 2.41997 -1.65581 -0.35391
O -1.73191 1.97780 0.02860
C -0.17133 0.23858 0.21418
C 2.02973 -0.48335 -0.28707
C -1.57825 0.58477 0.06515
C 1.00022 0.01958 0.52625
H -2.12035 0.12008 0.90901
H -1.93739 0.09429 -0.85746
H 2.80097 0.33715 0.03216
H -2.65294 2.18541 -0.15576
```

Values from the calculation:
- energy above the lowest of the compared OMol25 structures with the same formula, charge and spin (kJ/mol) = 155.8
- multiplicity = 5
- total charge = +2
- expectation value of S² = 6.04

=====

No. 10
Below is a structure of composition C4H4CsO, with properties calculated with ωB97M-V with the def2-TZVPD basis set.

XYZ file:
```
10
C4H4CsO ωB97M-V with the def2-TZVPD basis set
Cs -5.44322 1.44627 1.87193
O -1.89228 0.07755 0.27176
C 0.38288 -0.64697 0.16780
C 1.69406 -0.38554 -0.12658
C 2.86907 -0.21138 -0.44440
C -0.72078 0.25288 -0.27636
H -0.41100 1.31443 -0.42207
H 0.17400 -1.30989 1.01859
H -0.55742 -0.39734 -1.30636
H 3.90469 -0.14001 -0.75433
```

Values from the calculation:
- energy above the lowest of the compared OMol25 structures with the same formula, charge and spin (kJ/mol) = 19.0
- multiplicity = 2
- total charge = +2
- expectation value of S² = 0.77

=====

Copy entry 4 word for word.
Below is a cluster of 2 separate species, C4H4ClNO2S in total, with properties calculated with ωB97M-V with the def2-TZVPD basis set.

XYZ file:
```
13
C4H4ClNO2S ωB97M-V with the def2-TZVPD basis set
Cl 1.95168 1.47939 1.82106
S -0.54953 2.92671 1.46134
O -1.26157 1.69984 1.50550
O -0.13977 3.52355 0.20740
N 0.33616 -1.40320 -0.22743
C 1.72160 0.29389 0.65405
C 0.65745 -0.54311 0.73427
C -1.34208 -2.08270 -1.96871
C -0.50622 -1.66549 -1.06655
H 0.15863 -0.27304 1.68103
H 2.42524 0.28832 -0.11459
H -2.33161 -2.41040 -1.64986
H -1.11999 -1.83375 -3.03752
```

Values from the calculation:
- energy above the lowest of the compared OMol25 structures with the same formula, charge and spin (kJ/mol) = 195.1
- multiplicity = 3
- total charge = 0
- expectation value of S² = 2.02

=====

Among the records above, which one has the lowest total charge? C4H4ClO4S